Entry 1:
Formula: C16H62N16O15
Source: OMol25
Level of theory: ωB97M-V/def2-TZVPD

Last column: Mulliken charge in e.
Element x y z (Å)
C -5.798 5.919 0.964  -0.30
C -4.885 6.597 -0.125  -0.70
O -3.540 6.359 0.087  -0.48
H -5.648 6.515 1.868  0.11
H -5.767 4.844 1.011  -0.18
H -6.792 6.286 0.708  0.59
H -5.011 7.698 -0.098  0.30
H -5.150 6.214 -1.183  0.36
H -3.148 6.640 -0.716  0.28
C -2.051 0.961 6.169  0.35
O -1.182 0.049 6.747  -0.80
N -1.661 1.862 5.312  -0.17
N -3.282 1.007 6.489  0.36
H -0.637 2.094 5.427  0.29
H -2.298 2.642 5.180  -0.25
H -3.560 0.371 7.251  0.25
H -3.984 1.487 5.920  -0.59
C -2.866 4.208 7.539  0.29
O -3.092 4.176 6.175  -0.52
N -2.716 5.273 8.259  -0.37
N -2.997 3.155 8.243  -0.29
H -2.632 6.180 7.826  0.27
H -2.642 5.398 9.279  0.20
H -3.104 2.325 7.690  0.14
H -2.755 2.915 9.235  0.36
C -6.282 0.476 0.408  0.11
O -7.451 1.124 0.069  -0.70
N -6.024 0.185 1.627  -0.36
N -5.300 0.170 -0.355  -0.14
H -6.784 0.415 2.310  -0.25
H -5.378 -0.602 1.753  0.64
H -5.394 0.419 -1.322  0.26
H -4.563 -0.485 0.002  0.17
C -6.532 3.065 8.410  -0.05
O -6.025 2.665 7.121  -0.51
N -5.762 3.353 9.314  -0.13
N -7.796 2.980 8.681  -0.39
H -4.729 3.438 9.103  0.32
H -6.105 3.662 10.258  0.25
H -8.576 3.030 7.994  0.21
H -8.147 3.248 9.590  0.16
C -10.746 2.900 6.923  0.40
O -11.612 1.887 7.308  -0.73
N -9.500 2.720 6.604  -0.09
N -11.069 4.095 6.770  -0.28
H -9.061 3.340 5.990  -0.12
H -9.179 1.785 6.523  0.16
H -11.997 4.246 7.264  0.24
H -10.557 4.795 6.127  0.42
C -2.680 0.522 2.141  0.22
O -2.762 -0.152 0.925  -0.83
N -1.613 0.443 2.882  -0.23
N -3.772 0.979 2.726  0.96
H -0.765 0.326 2.328  0.28
H -1.592 1.083 3.801  0.37
H -4.670 0.799 2.242  -0.20
H -3.884 1.595 3.505  -0.63
C -8.770 5.688 4.672  0.18
O -8.289 5.379 3.429  -0.49
N -9.990 5.852 5.070  -0.42
N -8.105 5.368 5.723  0.16
H -10.041 6.647 5.749  0.35
H -10.734 6.103 4.369  0.30
H -7.068 5.212 5.507  -0.31
H -8.407 5.524 6.669  0.33
C -8.194 -0.106 7.098  0.58
O -8.428 -1.418 6.781  -0.83
N -8.276 0.450 8.237  -0.12
N -7.675 0.621 6.194  1.00
H -8.552 -0.084 9.006  0.20
H -7.962 1.443 8.415  0.23
H -7.635 0.431 5.167  -0.53
H -7.016 1.339 6.555  -0.32
C -8.903 1.026 3.150  -0.11
O -8.058 -0.045 3.582  -0.54
H -9.944 0.732 3.058  0.52
H -8.635 1.510 2.209  0.18
H -9.090 1.689 3.996  -0.37
H -8.503 -0.880 3.518  0.15
C -6.202 3.172 3.642  -0.45
O -5.309 2.591 4.591  3.89
H -6.048 4.246 3.480  0.00
H -7.162 3.066 4.033  -0.06
H -6.153 2.636 2.740  0.26
H -5.336 3.122 5.364  -1.81
C -8.336 3.828 0.534  -0.11
O -9.192 4.740 1.145  -0.66
H -7.772 3.376 1.336  -0.41
H -7.530 4.207 -0.035  0.36
H -8.843 2.998 -0.057  0.38
H -8.859 5.056 2.015  0.59
C -3.370 4.582 2.675  0.44
O -2.258 5.049 1.978  -0.70
H -3.028 4.153 3.627  -0.14
H -3.923 3.780 2.226  0.16
H -4.061 5.382 2.878  -0.47
H -2.586 5.416 1.144  0.47
C -5.272 -1.183 4.752  -0.10
O -4.142 -1.873 5.338  -0.65
H -6.141 -1.766 5.029  0.43
H -5.064 -1.108 3.659  -0.05
H -5.457 -0.074 5.029  0.00
H -3.295 -1.859 4.779  0.34
C -4.951 6.682 5.070  -0.79
O -5.476 5.555 5.724  -0.76
H -4.561 7.463 5.783  0.26
H -5.673 7.089 4.338  0.26
H -4.084 6.365 4.514  0.34
H -4.646 5.147 6.068  -0.20

Output
Kohn-Sham gap   7.02 eV
E   -2651.29538 Eh
LUMO energy   -1.080 eV
Net charge   0
E_HOMO   -8.1 eV
Energy relative to the best compared isomer or geometry (same formula, charge and spin)   3.8123 eV
Spin multiplicity   1

Entry 2:
Formula: C5H4S
Source: OMol25
Level of theory: ωB97M-V/def2-TZVPD

Last column: Mulliken charge in e.
Element x y z (Å)
S -2.470 0.439 1.210  -0.24
C -1.029 0.185 0.514  0.46
C 0.173 1.045 0.611  -0.59
C 1.143 0.470 -0.121  -0.34
C 0.613 -0.778 -0.746  -0.33
C -0.659 -0.955 -0.374  -0.58
H 0.194 1.924 1.184  0.44
H 2.147 0.849 -0.234  0.39
H 1.208 -1.428 -1.389  0.37
H -1.319 -1.751 -0.656  0.41

Output
Kohn-Sham gap   7.49 eV
E   -591.05148 Eh
LUMO energy   -1.469 eV
Net charge   0
E_HOMO   -9.0 eV
Energy relative to the best compared isomer or geometry (same formula, charge and spin)   0.0000 eV
Spin multiplicity   1